No. 1
Molecular formula: C8H13N4O6Zr
Method: DFT, ωB97M-V with the def2-TZVPD basis set

Values from the calculation:
Energy above the lowest of the compared OMol25 structures with the same formula, charge and spin   4.6 kcal per mole
Total charge   +1
Total energy   -28021.46028 eV
Max |F|   3.7 eV Å⁻¹
LUMO energy   -4.42 eV

```
32
C8H13N4O6Zr | OMol25 | ωB97M-V with the def2-TZVPD basis set
C 1.455 0.930 -2.153
Zr 0.717 0.248 -0.193
N -1.152 -0.397 1.299
N -0.442 -1.573 -1.119
H -2.020 -0.035 0.901
H 1.175 -0.597 1.334
H 2.035 1.856 -2.001
H 0.634 1.163 -2.847
H 2.148 0.239 -2.655
H -1.461 -1.463 -1.064
H -0.192 -2.374 -0.531
H -0.212 -1.815 -2.086
H -1.269 -1.392 1.491
H -1.051 0.074 2.204
O -1.032 1.807 -0.257
C -0.428 2.403 0.709
O 0.812 2.043 0.945
C -1.056 3.373 1.647
C -0.305 3.684 2.785
C -0.834 4.520 3.787
C -2.094 5.102 3.640
C -2.837 4.796 2.497
C -2.346 3.914 1.499
N -4.130 5.424 2.357
O -4.517 6.163 3.292
O -4.809 5.220 1.330
N -0.044 4.728 4.971
O 1.072 4.163 5.023
O -0.481 5.442 5.895
H 0.697 3.278 2.896
H -2.486 5.775 4.396
H -2.956 3.681 0.629
```

No. 2
Molecular formula: C8H13NO2
Method: DFT, ωB97M-V with the def2-TZVPD basis set

Values from the calculation:
Energy above the lowest of the compared OMol25 structures with the same formula, charge and spin   98.3 kcal per mole
Total charge   0
Total energy   -14088.04827 eV
Max |F|   6.4 eV Å⁻¹
LUMO energy (alpha / beta)   -0.26 / -0.35 eV

```
24
C8H13NO2 | OMol25 | ωB97M-V with the def2-TZVPD basis set
C 1.167 -0.519 1.787
C -0.885 0.273 -1.335
C -1.848 -0.768 -0.588
C -1.200 0.332 1.440
C 0.170 0.205 0.938
C 0.443 0.305 -0.614
C 1.115 1.633 -0.712
C 1.242 -0.845 -1.174
N -1.681 -0.841 0.850
O 2.281 -0.060 1.813
O 0.750 -1.447 2.588
H -0.728 -0.127 -2.297
H -1.536 1.257 -1.416
H -2.901 -0.560 -0.778
H -1.680 -1.803 -0.943
H -1.311 0.445 2.624
H -1.668 1.223 1.083
H 0.536 2.607 -0.455
H 1.680 1.942 -1.496
H 1.901 1.676 0.217
H 1.454 -0.708 -2.260
H 0.576 -1.707 -1.004
H 2.313 -0.923 -0.697
H -0.192 -1.591 2.429
```

No. 3
Molecular formula: C8H13NO2
Method: DFT, ωB97M-V with the def2-TZVPD basis set

Values from the calculation:
Energy above the lowest of the compared OMol25 structures with the same formula, charge and spin   59.4 kcal per mole
Total charge   0
Total energy   -14089.73601 eV
SMILES string   CC1(C)CCN=C[C@@H]1C(=O)O
Max |F|   5.4 eV Å⁻¹
LUMO energy   0.63 eV

```
24
C8H13NO2 | OMol25 | ωB97M-V with the def2-TZVPD basis set
C -1.442 -0.025 1.737
C 0.647 0.438 -1.467
C 1.833 1.177 -0.696
C 0.143 1.623 0.867
C -0.963 0.538 0.421
C -0.163 -0.433 -0.486
C 0.618 -1.277 0.516
C -1.096 -1.251 -1.411
N 1.319 1.932 0.407
O -2.524 -0.509 1.865
O -0.575 0.018 2.813
H -0.022 1.193 -2.024
H 1.144 -0.164 -2.153
H 2.543 0.639 -0.197
H 2.233 1.790 -1.555
H -1.984 0.916 -0.012
H -0.220 2.198 1.621
H 1.433 -2.004 0.070
H -0.112 -1.983 1.138
H 1.118 -0.599 1.076
H -1.722 -2.098 -0.983
H -0.612 -1.779 -2.255
H -1.885 -0.713 -1.771
H 0.288 0.372 2.481
```

Q: Number 1 is which compound?
A: C8H13N4O6Zr